1.
Entry from OMol25: an isolated molecule of C19H24FNO2 (the ωB97M-V functional and the def2-TZVPD basis).

The geometry in ORCA input format:
```
! wB97M-V def2-TZVPD RIJCOSX def2/J DEFGRID3
* xyz 0 1
C -2.191 2.549 -2.351
C -1.348 3.117 -1.220
O -0.074 2.515 -1.283
C 0.848 2.960 -0.319
C 0.508 2.518 1.114
C 1.743 2.141 1.961
N 2.087 0.737 2.027
C 2.737 0.133 0.881
C 1.909 -0.091 -0.368
C 2.448 0.168 -1.619
C 1.691 -0.036 -2.760
C 0.391 -0.481 -2.665
C -0.161 -0.745 -1.414
O -1.463 -1.171 -1.419
C -2.131 -1.313 -0.190
C -1.643 -2.467 0.656
C -1.056 -3.574 0.056
C -0.612 -4.636 0.821
C -0.772 -4.580 2.193
F -0.343 -5.613 2.948
C -1.359 -3.493 2.816
C -1.791 -2.436 2.037
C 0.608 -0.571 -0.274
H -3.190 2.974 -2.325
H -1.726 2.778 -3.306
H -2.254 1.468 -2.253
H -1.251 4.210 -1.320
H -1.830 2.910 -0.252
H 1.795 2.520 -0.635
H 0.941 4.057 -0.361
H -0.149 1.648 1.050
H -0.044 3.313 1.621
H 2.620 2.685 1.601
H 1.562 2.452 2.995
H 1.282 0.190 2.310
H 3.603 0.755 0.633
H 3.117 -0.840 1.220
H 3.462 0.533 -1.700
H 2.117 0.169 -3.732
H -0.221 -0.624 -3.541
H -2.085 -0.377 0.385
H -3.178 -1.488 -0.466
H -0.941 -3.595 -1.017
H -0.149 -5.499 0.369
H -1.467 -3.482 3.889
H -2.248 -1.577 2.509
H 0.206 -0.811 0.700
*
```

Output
E in a.u.: -1043.46920
SMILES: CCOCCCNCc1cccc(OCc2ccc(F)cc2)c1
Maximum force in eV/Å: 0.46
Energy above the lowest of the compared OMol25 structures with the same formula, charge and spin in kcal per mole: 48.2
Kohn-Sham gap in eV: 9.1

Results of the natural (NBO) charge analysis, in e, for atoms 1 through 4: atom 1 (C): -0.621, atom 2 (C): -0.055, atom 3 (O): -0.546, atom 4 (C): -0.058

2.
Entry from OMol25: an isolated molecule of C19H24N2O4 in a non-equilibrium geometry (the ωB97M-V functional and the def2-TZVPD basis).

The geometry in ORCA input format:
```
! wB97M-V def2-TZVPD RIJCOSX def2/J DEFGRID3
* xyz 0 1
C -2.933 -2.499 0.700
C -3.003 -2.002 -0.738
O -3.764 -0.796 -0.854
C -5.078 -0.876 -0.638
O -5.678 -1.899 -0.446
C -5.722 0.497 -0.681
C -5.178 1.409 0.430
N -3.804 1.782 0.212
C -2.786 1.253 0.937
O -2.967 0.562 1.921
C -1.422 1.599 0.442
C -1.144 2.826 -0.177
C 0.118 3.148 -0.630
C 1.120 2.201 -0.462
N 2.451 2.200 -0.798
C 2.908 1.062 -0.391
C 4.322 0.632 -0.552
C 5.010 0.397 0.802
C 4.527 -0.879 1.485
C 4.728 -2.083 0.571
C 3.966 -1.881 -0.735
C 4.444 -0.616 -1.441
O 1.990 0.262 0.208
C 0.836 0.975 0.174
C -0.420 0.656 0.642
H -3.889 -2.922 0.997
H -2.700 -1.674 1.369
H -2.166 -3.264 0.784
H -3.450 -2.765 -1.385
H -2.014 -1.730 -1.113
H -6.797 0.368 -0.558
H -5.522 0.951 -1.654
H -5.793 2.314 0.479
H -5.218 0.898 1.395
H -3.586 2.203 -0.678
H -1.933 3.558 -0.273
H 0.331 4.097 -1.095
H 4.814 1.471 -1.055
H 4.839 1.260 1.449
H 6.084 0.321 0.622
H 3.470 -0.789 1.736
H 5.080 -1.019 2.416
H 5.793 -2.206 0.357
H 4.379 -2.990 1.069
H 2.899 -1.806 -0.521
H 4.116 -2.739 -1.393
H 3.880 -0.461 -2.363
H 5.497 -0.733 -1.709
H -0.633 -0.274 1.143
*
```

Output
E in a.u.: -1148.94608
SMILES: CCOC(=O)CCNC(=O)c1ccc2nc(C3CCCCC3)oc2c1
Maximum force in eV/Å: 1.40
Energy above the lowest of the compared OMol25 structures with the same formula, charge and spin in kcal per mole: 4.0
Kohn-Sham gap in eV: 9.5

Results of the natural (NBO) charge analysis, in e, for atoms 1 through 4: atom 1 (C): -0.656, atom 2 (C): -0.072, atom 3 (O): -0.519, atom 4 (C): 0.802

3.
Entry from OMol25: an isolated molecule of C19H24N2O5S in a non-equilibrium geometry (the ωB97M-V functional and the def2-TZVPD basis).

The geometry in ORCA input format:
```
! wB97M-V def2-TZVPD RIJCOSX def2/J DEFGRID3
* xyz 0 1
C 4.002 2.427 0.945
C 2.634 2.332 0.283
C 1.542 2.906 1.183
N 0.235 2.790 0.573
C -0.804 2.195 1.171
O -0.775 1.757 2.309
C -2.059 2.110 0.285
N -2.116 0.889 -0.498
C -2.648 -0.290 0.050
C -2.882 -0.424 1.419
C -3.418 -1.597 1.922
C -3.720 -2.654 1.083
C -3.482 -2.526 -0.275
C -2.955 -1.357 -0.793
S -1.037 0.795 -1.783
O -1.646 0.175 -2.920
O -0.537 2.131 -1.990
C 0.318 -0.228 -1.215
C 1.274 -0.589 -2.135
C 2.386 -1.311 -1.717
C 2.541 -1.665 -0.385
O 3.590 -2.352 0.125
C 4.619 -2.757 -0.747
C 1.544 -1.293 0.555
O 1.760 -1.661 1.835
C 0.777 -1.339 2.799
C 0.441 -0.577 0.121
H 4.018 1.854 1.869
H 4.246 3.461 1.178
H 4.771 2.033 0.284
H 2.407 1.289 0.059
H 2.638 2.881 -0.662
H 1.750 3.963 1.386
H 1.504 2.373 2.137
H 0.164 2.983 -0.421
H -2.067 2.940 -0.424
H -2.952 2.164 0.912
H -2.625 0.367 2.105
H -3.591 -1.680 2.985
H -4.135 -3.567 1.482
H -3.715 -3.340 -0.945
H -2.785 -1.262 -1.851
H 1.148 -0.307 -3.167
H 3.130 -1.590 -2.445
H 5.108 -1.899 -1.218
H 5.338 -3.283 -0.122
H 4.247 -3.435 -1.521
H 0.602 -0.261 2.866
H 1.173 -1.702 3.745
H -0.171 -1.843 2.583
H -0.317 -0.290 0.825
*
```

Output
E in a.u.: -1622.29430
SMILES: CCCNC(=O)CN(c1ccccc1)S(=O)(=O)c1ccc(OC)c(OC)c1
Maximum force in eV/Å: 1.17
Energy above the lowest of the compared OMol25 structures with the same formula, charge and spin in kcal per mole: 66.1
Kohn-Sham gap in eV: 9.2

Results of the natural (NBO) charge analysis, in e, for atoms 1 through 4: atom 1 (C): -0.603, atom 2 (C): -0.405, atom 3 (C): -0.224, atom 4 (N): -0.612

4.
Entry from OMol25: an isolated molecule of C19H24N2O5S in a non-equilibrium geometry (the ωB97M-V functional and the def2-TZVPD basis).

The geometry in ORCA input format:
```
! wB97M-V def2-TZVPD RIJCOSX def2/J DEFGRID3
* xyz 0 1
C 3.460 0.931 -2.463
O 4.300 1.405 -1.437
C 5.487 0.660 -1.257
C 5.294 -0.694 -0.565
C 4.849 -0.548 0.894
N 3.580 0.126 1.010
C 2.427 -0.536 1.251
O 2.393 -1.724 1.529
C 1.190 0.297 1.202
C 0.104 -0.115 1.968
C -1.092 0.572 1.939
C -1.236 1.689 1.117
N -2.442 2.394 1.000
C -3.409 2.304 2.069
S -3.156 2.284 -0.537
O -2.194 2.669 -1.523
O -4.393 3.002 -0.475
C -3.455 0.529 -0.638
C -2.407 -0.303 -0.980
C -2.561 -1.676 -0.905
C -3.775 -2.214 -0.477
O -4.030 -3.536 -0.350
C -3.009 -4.461 -0.650
C -4.831 -1.357 -0.146
C -4.668 0.010 -0.219
C -0.145 2.116 0.360
C 1.050 1.427 0.399
H 2.696 1.691 -2.617
H 2.975 -0.014 -2.192
H 4.020 0.790 -3.394
H 5.975 0.505 -2.231
H 6.130 1.298 -0.644
H 6.244 -1.230 -0.593
H 4.556 -1.287 -1.107
H 4.725 -1.536 1.344
H 5.602 0.013 1.456
H 3.551 1.076 0.673
H 0.215 -0.996 2.583
H -1.916 0.226 2.544
H -3.863 1.310 2.153
H -4.191 3.026 1.844
H -2.927 2.567 3.010
H -1.479 0.133 -1.312
H -1.732 -2.311 -1.170
H -3.439 -5.443 -0.460
H -2.706 -4.396 -1.700
H -2.135 -4.317 -0.008
H -5.764 -1.795 0.171
H -5.469 0.688 0.030
H -0.263 2.977 -0.276
H 1.864 1.771 -0.221
*
```

Output
E in a.u.: -1622.29299
SMILES: COCCCNC(=O)c1ccc(N(C)S(=O)(=O)c2ccc(OC)cc2)cc1
Maximum force in eV/Å: 1.18
Energy above the lowest of the compared OMol25 structures with the same formula, charge and spin in kcal per mole: 66.9
Kohn-Sham gap in eV: 9.3

Results of the natural (NBO) charge analysis, in e, for atoms 1 through 4: atom 1 (C): -0.257, atom 2 (O): -0.555, atom 3 (C): -0.065, atom 4 (C): -0.438

5.
Entry from OMol25: an isolated molecule of C19H24N4O3 (the ωB97M-V functional and the def2-TZVPD basis).

The geometry in ORCA input format:
```
! wB97M-V def2-TZVPD RIJCOSX def2/J DEFGRID3
* xyz 0 1
H -4.486 4.200 7.131
N -5.105 4.775 6.570
C -5.163 4.361 5.380
N -5.909 4.905 4.358
C -5.718 4.180 3.201
C -4.858 3.200 3.487
C -4.393 2.132 2.582
O -4.939 2.010 1.493
N -3.392 1.315 2.979
C -2.441 1.508 4.081
C -1.174 0.818 3.573
C -0.355 1.755 2.689
C -1.772 -0.370 2.806
N -0.839 -1.037 1.932
C -1.077 -2.301 1.464
O -1.973 -3.001 1.891
C -0.154 -2.714 0.338
C -0.535 -1.964 -0.962
C 0.361 -0.781 -1.234
C 1.695 -0.963 -1.587
C 2.521 0.133 -1.779
C 2.030 1.421 -1.614
C 0.701 1.630 -1.263
C 0.164 3.021 -1.064
C -0.117 0.517 -1.084
C -2.976 0.243 2.082
O -4.501 3.289 4.833
H -6.499 5.705 4.491
H -6.205 4.393 2.267
H -2.278 2.565 4.280
H -2.808 1.039 4.997
H -0.563 0.472 4.408
H -0.936 2.108 1.833
H -0.041 2.629 3.260
H 0.552 1.278 2.310
H -2.129 -1.113 3.520
H -0.203 -0.464 1.397
H -0.280 -3.788 0.214
H 0.887 -2.517 0.597
H -1.578 -1.645 -0.919
H -0.460 -2.661 -1.799
H 2.087 -1.966 -1.715
H 3.556 -0.015 -2.061
H 2.684 2.271 -1.766
H -0.926 3.026 -1.043
H 0.518 3.443 -0.120
H 0.492 3.688 -1.862
H -1.162 0.667 -0.829
H -2.688 0.647 1.106
H -3.779 -0.474 1.917
*
```

Output
E in a.u.: -1183.20354
SMILES: [H]/N=c1/[nH]cc(C(=O)N2C[C@H](C)[C@H](NC(=O)CCc3cccc(C)c3)C2)o1
Maximum force in eV/Å: 0.36
Energy above the lowest of the compared OMol25 structures with the same formula, charge and spin in kcal per mole: 37.1
Kohn-Sham gap in eV: 8.9

Results of the natural (NBO) charge analysis, in e, for atoms 1 through 4: atom 1 (H): 0.358, atom 2 (N): -0.764, atom 3 (C): 0.673, atom 4 (N): -0.593

> Kohn-Sham gap of number 3 (C19H24N2O5S)?

9.2 eV

> Which formula does entry 4 have?

C19H24N2O5S

> Among the records above, which one has the lowest E?

number 3

> The lowest Kohn-Sham gap belongs to which entry?

C19H24N4O3